Entry A
ORCA calculation (ωB97M-V with the def2-TZVPD basis set) on 2 unconnected molecules or ions with the total composition C5H6N2.

Last column: Mulliken charge in e.
Geometry (Å):
C (0.742, -1.931, 0.975)  -0.177
N (-0.271, -2.114, 0.292)  -0.392
C (-1.530, -1.809, 0.520)  0.556
N (-2.660, -1.518, 0.607)  -0.441
H (1.505, -2.735, 0.661)  0.254
H (0.758, -1.206, 1.855)  0.238
C (-0.360, 0.957, 0.760)  -0.066
C (0.061, 1.623, -0.135)  -0.322
C (0.538, 2.027, -1.396)  -1.255
H (-0.853, 0.429, 1.506)  0.686
H (-0.237, 2.007, -2.209)  0.269
H (1.288, 1.337, -1.726)  0.291
H (1.019, 2.932, -1.707)  0.360

As for the SMILES: C=NC#N.C#CC. The spin multiplicity is 1. The HOMO-LUMO gap comes out at 9.9 eV. The LUMO energy comes out at -0.3 eV. As for the charge: 0. The HOMO energy comes out at -10.2 eV.

Entry B
ORCA calculation (ωB97M-V with the def2-TZVPD basis set) on a molecular structure, C5H6N2.

Last column: Mulliken charge in e.
Geometry (Å):
N (2.462, -1.073, 0.832)  -0.493
C (1.344, -0.750, 0.806)  0.015
C (0.636, 0.513, 0.538)  0.308
C (0.313, 0.624, -0.967)  -0.728
C (-1.124, 0.355, -0.577)  -0.174
C (-1.192, -0.838, 0.337)  -0.081
N (-0.899, 0.439, 0.912)  -0.564
H (1.198, 1.320, 1.016)  0.409
H (0.778, -0.119, -1.623)  0.254
H (0.487, 1.623, -1.370)  0.281
H (-1.943, 0.924, -1.035)  0.311
H (0.001, -1.557, 0.557)  0.143
H (-2.059, -1.461, 0.574)  0.318

The spin multiplicity is 1. The HOMO-LUMO gap comes out at 10.2 eV. The LUMO energy comes out at 0.3 eV. As for the charge: 0. The HOMO energy comes out at -10.0 eV.

Entry C
ORCA calculation (ωB97M-V with the def2-TZVPD basis set) on a single C5H6N2 molecule.

Last column: Mulliken charge in e.
Geometry (Å):
C (-2.273, -0.083, -0.104)  -0.798
C (-0.711, 0.099, 0.032)  0.476
N (-0.058, -1.079, -0.131)  -0.439
C (1.347, -1.062, 0.047)  -0.162
C (2.033, 0.031, -0.169)  -0.472
C (1.169, 1.103, -0.039)  0.077
N (-0.223, 1.256, 0.018)  -0.535
H (-2.820, 0.531, -0.845)  0.307
H (-2.511, -1.278, -0.148)  0.246
H (-2.486, 0.134, 1.086)  0.198
H (1.859, -1.978, 0.304)  0.380
H (3.199, 0.192, -0.073)  0.279
H (1.476, 2.132, 0.023)  0.445

As for the SMILES: Cc1ncccn1. The spin multiplicity is 1. The HOMO-LUMO gap comes out at 10.0 eV. The LUMO energy comes out at 0.4 eV. As for the charge: 0. The HOMO energy comes out at -9.7 eV.

Entry D
ORCA calculation (ωB97M-V with the def2-TZVPD basis set) on a single C5H6N2 molecule.

Last column: Mulliken charge in e.
Geometry (Å):
C (0.802, -0.323, -1.371)  -0.398
C (-0.492, 1.342, -0.608)  -0.008
C (-1.115, 0.547, 1.590)  -0.346
N (0.208, 0.986, -1.603)  -0.452
N (-0.512, 0.458, 0.473)  0.011
C (0.470, -0.831, 0.013)  0.627
C (0.707, -1.738, 0.884)  -1.148
H (-1.048, 2.273, -0.574)  0.351
H (0.415, -1.006, -2.134)  0.246
H (1.880, -0.239, -1.532)  0.274
H (-1.705, 1.413, 1.864)  0.249
H (-0.928, -0.270, 2.288)  0.381
H (1.317, -2.612, 0.710)  0.211

The spin multiplicity is 1. The HOMO-LUMO gap comes out at 6.6 eV. The LUMO energy comes out at -0.6 eV. As for the charge: 0. The HOMO energy comes out at -7.3 eV.

Q: Which of them is the least stable? A: entry B.

Entry A
ORCA calculation (ωB97M-V with the def2-TZVPD basis set) on a single C5H6N2 molecule.

Last column: Mulliken charge in e.
Geometry (Å):
N (0.718, -0.786, 1.040)  -0.095
C (1.716, -0.067, 0.553)  -0.527
C (1.116, 0.470, -0.726)  0.030
C (-0.097, -0.302, -1.095)  -0.346
C (-0.566, -0.685, 0.311)  -0.155
C (-0.985, 0.798, 0.428)  -0.489
N (-0.224, 1.142, -0.803)  -0.493
H (1.768, 0.830, -1.514)  0.399
H (-0.286, -0.780, -2.051)  0.406
H (-1.302, -1.477, 0.479)  0.463
H (0.845, -1.442, 1.795)  0.210
H (-2.040, 1.004, 0.234)  0.308
H (-0.663, 1.296, 1.348)  0.289

The spin multiplicity is 1. The HOMO-LUMO gap comes out at 9.3 eV. The LUMO energy comes out at 0.9 eV. As for the charge: 0. The HOMO energy comes out at -8.5 eV.

Entry B
ORCA calculation (ωB97M-V with the def2-TZVPD basis set) on a single C5H6N2 molecule.

Last column: Mulliken charge in e.
Geometry (Å):
C (0.111, -1.326, 0.450)  -0.465
C (0.710, -0.463, -0.463)  -0.294
C (1.326, 0.833, -0.246)  -0.608
C (-0.146, 1.407, 0.281)  0.010
N (-1.211, 0.834, 0.103)  -0.014
N (-1.768, -0.285, -0.291)  -0.613
C (-1.261, -1.487, -0.119)  -0.023
H (0.339, -1.469, 1.459)  0.360
H (0.291, -0.464, -1.453)  0.313
H (1.773, 1.458, -1.053)  0.322
H (1.924, 1.062, 0.664)  0.273
H (-0.142, 2.333, 0.835)  0.418
H (-1.946, -2.432, -0.167)  0.322

As for the SMILES: C1=CCC=NN=C1. The spin multiplicity is 1. The HOMO-LUMO gap comes out at 9.0 eV. The LUMO energy comes out at 0.6 eV. As for the charge: 0. The HOMO energy comes out at -8.4 eV.

Entry C
ORCA calculation (ωB97M-V with the def2-TZVPD basis set) on a molecular structure, C5H6N2.

Last column: Mulliken charge in e.
Geometry (Å):
C (0.367, -0.126, -1.156)  -0.529
C (1.145, -1.220, -0.373)  -0.452
C (0.509, -0.418, 0.726)  0.604
N (-0.548, -0.640, 1.442)  -0.627
C (-1.289, 0.537, 1.286)  -0.246
C (-0.676, 1.409, 0.443)  -0.365
N (0.519, 0.812, 0.033)  -0.289
H (-0.730, -0.252, -1.153)  0.280
H (0.712, 0.236, -2.125)  0.300
H (0.870, -2.270, -0.464)  0.298
H (2.231, -1.095, -0.431)  0.255
H (-2.271, 0.623, 1.728)  0.397
H (-0.967, 2.377, 0.065)  0.374

The spin multiplicity is 1. The HOMO-LUMO gap comes out at 10.0 eV. The LUMO energy comes out at 1.0 eV. As for the charge: 0. The HOMO energy comes out at -8.9 eV.

Q: Which of them is the least stable? A: entry B.

Entry A
ORCA calculation (ωB97M-V with the def2-TZVPD basis set) on a single C5H6N2 molecule.

Last column: Mulliken charge in e.
Geometry (Å):
C (-0.725, -1.950, -0.247)  -0.361
C (-0.720, -1.129, 0.855)  -0.229
N (0.098, -0.099, 0.498)  0.188
C (0.406, -0.286, -0.789)  0.123
N (-0.010, -1.410, -1.307)  -0.653
C (0.801, 1.456, -0.827)  -0.655
C (0.393, 1.321, 0.654)  -0.385
H (-1.205, -2.915, -0.343)  0.402
H (-1.187, -1.187, 1.822)  0.404
H (-0.007, 1.863, -1.432)  0.218
H (1.467, 0.609, -1.227)  0.428
H (-0.512, 1.881, 0.920)  0.255
H (1.163, 1.509, 1.406)  0.265

As for the SMILES: c1cn2c(n1)CC2. The spin multiplicity is 1. The HOMO-LUMO gap comes out at 9.4 eV. The LUMO energy comes out at 0.9 eV. As for the charge: 0. The HOMO energy comes out at -8.5 eV.

Entry B
ORCA calculation (ωB97M-V with the def2-TZVPD basis set) on a single C5H6N2 molecule.

Last column: Mulliken charge in e.
Geometry (Å):
N (2.367, -1.268, 2.009)  -0.420
C (1.658, -0.490, 1.523)  0.286
C (0.809, 0.449, 0.854)  -0.431
C (0.036, 0.672, -1.508)  -0.891
C (-1.002, 0.321, -0.569)  0.064
C (-0.939, -0.973, 0.221)  -0.296
N (-0.552, 0.258, 0.831)  -0.283
H (1.170, 1.470, 0.793)  0.477
H (-0.174, 0.505, -2.572)  0.298
H (0.710, 1.493, -1.329)  0.262
H (-2.033, 0.631, -0.762)  0.380
H (-0.155, -1.687, -0.026)  0.288
H (-1.895, -1.382, 0.536)  0.266

The spin multiplicity is 1. The HOMO-LUMO gap (spin up / spin down) comes out at 8.3 / 7.9 eV. The LUMO energy (spin up / spin down) comes out at -0.6 / -0.4 eV. As for the charge: 0. The HOMO energy (spin up / spin down) comes out at -9.0 / -8.3 eV.

Entry C
ORCA calculation (ωB97M-V with the def2-TZVPD basis set) on a molecular structure, C5H6N2.

Last column: Mulliken charge in e.
Geometry (Å):
N (2.237, 1.763, 1.184)  -0.484
C (1.785, 0.859, 0.618)  0.116
C (1.206, 0.112, -0.462)  -0.001
C (-0.033, -0.598, -0.899)  0.029
C (-1.091, -1.020, 0.069)  -0.483
C (-0.871, 0.371, 0.690)  -0.406
N (-0.130, 0.826, -0.583)  -0.460
H (1.889, 0.177, -1.310)  0.312
H (-0.002, -0.823, -1.963)  0.305
H (-2.047, -1.063, -0.462)  0.226
H (-0.922, -1.929, 0.644)  0.278
H (-1.751, 0.990, 0.865)  0.330
H (-0.270, 0.334, 1.608)  0.237

The spin multiplicity is 1. The HOMO-LUMO gap comes out at 10.6 eV. The LUMO energy comes out at 0.8 eV. As for the charge: 0. The HOMO energy comes out at -9.8 eV.

Q: Which of them is the least stable? A: entry B.

Entry A
ORCA calculation (ωB97M-V with the def2-TZVPD basis set) on a molecular structure, C5H6N2.

Last column: Mulliken charge in e.
Geometry (Å):
C (1.945, 1.340, -0.124)  -0.860
C (0.859, 0.556, -0.484)  0.372
C (2.082, 0.674, 1.043)  0.423
C (-0.975, -1.068, -0.380)  -0.224
C (-2.205, -0.189, -0.516)  -0.906
N (2.260, -0.010, 2.043)  -0.528
N (0.122, -0.456, -0.508)  -0.156
H (2.285, 2.151, -0.737)  0.349
H (-1.006, -2.082, -0.518)  0.428
H (-3.172, -0.632, -0.091)  0.284
H (-2.508, -0.132, -1.491)  0.287
H (-1.983, 0.913, -0.281)  0.250
H (2.298, -1.065, 2.045)  0.282

The spin multiplicity is 1. The HOMO-LUMO gap comes out at 7.9 eV. The LUMO energy comes out at 0.9 eV. As for the charge: 0. The HOMO energy comes out at -7.0 eV.

Entry B
ORCA calculation (ωB97M-V with the def2-TZVPD basis set) on a molecular structure, C5H6N2.

Last column: Mulliken charge in e.
Geometry (Å):
N (2.360, -0.003, 1.654)  -0.417
C (1.809, 0.110, 0.644)  0.102
C (1.126, 0.300, -0.621)  0.016
C (-0.033, -0.546, -1.011)  0.073
C (-0.665, -1.418, 0.064)  -0.840
C (-0.945, 0.670, 0.610)  -0.638
N (-0.249, 0.851, -0.660)  -0.421
H (1.759, 0.716, -1.400)  0.391
H (-0.121, -0.870, -2.048)  0.390
H (-1.739, -1.466, -0.195)  0.252
H (-0.735, -0.435, 1.052)  0.355
H (-2.019, 0.806, 0.485)  0.373
H (-0.549, 1.285, 1.426)  0.365

The spin multiplicity is 1. The HOMO-LUMO gap comes out at 8.3 eV. The LUMO energy comes out at -0.2 eV. As for the charge: 0. The HOMO energy comes out at -8.5 eV.

Q: Which of them is the least stable? A: entry B.